Molecular formula: C38H42AsF6NO5P2S5SbSiTi
Method: DFT, the ωB97M-V functional and the def2-TZVPD basis

Positions of all 103 atoms, in Å:
1 Sb 2.751 -1.670 2.336
2 As -1.447 0.762 1.682
3 Ti -0.181 -1.267 -0.195
4 S -0.246 -4.179 0.426
5 S 0.109 -3.152 -2.394
6 S 0.771 0.584 0.778
7 S 5.004 -1.506 2.616
8 S 2.601 -1.761 -0.314
9 P -2.909 -2.412 -1.316
10 P -1.597 0.839 -2.386
11 Si 3.153 0.079 -1.274
12 F 1.549 -4.338 3.054
13 F 2.735 -3.595 -2.769
14 F 1.429 -4.283 -4.334
15 F 3.700 -4.458 3.141
16 F 2.711 -4.589 1.235
17 F 1.808 -2.163 -4.109
18 O -1.760 -0.434 0.416
19 O 0.141 -1.646 -2.044
20 O -0.905 -3.423 -3.377
21 O 0.028 -2.636 0.969
22 O -1.684 -4.381 0.415
23 N 0.320 -4.074 -1.196
24 C -4.176 1.754 1.445
25 C -0.486 -1.988 4.660
26 C 3.749 4.038 -0.422
27 C 1.643 -3.310 -3.446
28 C -1.240 4.767 2.808
29 C 4.289 1.650 0.899
30 C -4.178 -2.176 -0.023
31 C 4.536 -0.104 -3.770
32 C -5.302 0.394 3.566
33 C 6.656 -1.190 -4.096
34 C 4.553 -0.423 -2.412
35 C 6.691 -1.513 -2.744
36 C -0.690 3.346 0.481
37 C -3.020 1.958 -2.063
38 C -1.276 2.705 1.566
39 C -0.802 1.758 -3.763
40 C 5.578 -0.484 -4.610
41 C -3.563 -3.971 -2.038
42 C -5.517 1.936 1.746
43 C -6.085 1.256 2.815
44 C -1.060 -1.358 3.562
45 C 0.077 0.685 4.150
46 C 5.647 -1.136 -1.912
47 C 3.671 1.612 -0.351
48 C -3.958 0.209 3.253
49 C -2.504 -0.416 -3.397
50 C 0.630 0.058 5.254
51 C -0.673 5.411 1.719
52 C -0.789 -0.017 3.321
53 C 4.347 4.061 0.831
54 C -3.373 0.884 2.186
55 C 0.347 -1.278 5.511
56 C -1.558 3.416 2.726
57 C -3.560 -1.217 -2.606
58 C -0.414 4.703 0.550
59 C 3.413 2.822 -1.004
60 C 4.619 2.866 1.485
61 C 2.703 -3.931 2.419
62 H 2.023 0.491 -2.140
63 H -3.085 -4.169 -2.994
64 H 1.308 0.603 5.899
65 H -7.127 1.407 3.068
66 H -6.116 2.618 1.154
67 H -1.433 5.311 3.724
68 H -4.071 -2.964 0.724
69 H -1.774 -1.099 -3.837
70 H -2.034 2.920 3.565
71 H -0.038 1.123 -4.217
72 H -0.413 2.775 -0.397
73 H -0.308 2.654 -3.383
74 H -3.743 2.319 0.629
75 H -4.048 -1.212 0.467
76 H 4.602 5.006 1.294
77 H 2.935 2.817 -1.979
78 H 0.035 5.202 -0.299
79 H 3.538 4.964 -0.943
80 H -1.529 2.046 -4.527
81 H 4.519 0.731 1.428
82 H 0.345 1.709 3.916
83 H -1.687 -1.922 2.881
84 H -4.241 -0.522 -2.109
85 H -4.151 -1.808 -3.307
86 H 7.529 -2.068 -2.340
87 H 0.799 -1.773 6.361
88 H -4.642 -3.876 -2.176
89 H 5.543 -0.238 -5.664
90 H 7.465 -1.496 -4.748
91 H -3.350 -4.799 -1.363
92 H 5.087 2.872 2.462
93 H -3.375 -0.463 3.863
94 H -3.675 1.510 -1.316
95 H -3.594 2.136 -2.977
96 H -2.987 0.126 -4.218
97 H 5.674 -1.410 -0.861
98 H 3.691 0.437 -4.184
99 H -2.671 2.915 -1.669
100 H -0.676 -3.039 4.835
101 H -5.733 -0.138 4.405
102 H -5.175 -2.231 -0.466
103 H -0.423 6.462 1.782

The gap between HOMO and LUMO comes out at 6.638 eV. As for the LUMO energy: 1.97 eV. Its total charge is -1. Its HOMO energy is -4.66 eV.

Atomic partial charges in e from the Löwdin method, atoms 1 to 6: 0.82, 1.01, 0.50, 0.85, 0.59, 0.31

***

Molecular formula: C38H42BrF4NNiO7PSb
Method: DFT, the ωB97M-V functional and the def2-TZVPD basis

Positions of all 96 atoms, in Å:
1 Sb 0.617 0.001 3.384
2 Br -0.892 -0.008 -3.841
3 Ni -0.200 -0.637 -0.090
4 P 0.651 -2.211 -1.500
5 F 0.000 -3.768 -7.187
6 F 1.133 -5.413 -5.360
7 F 1.369 -4.651 -2.834
8 F -0.877 -1.348 -6.464
9 O -1.938 3.142 -1.192
10 O 1.051 -0.203 1.369
11 O 0.922 -1.526 0.913
12 O 2.139 4.202 -5.891
13 O -1.866 0.091 -0.670
14 O -0.155 4.519 -5.988
15 O -0.305 1.627 -0.830
16 N -1.266 0.929 -0.003
17 C 0.183 -5.608 0.770
18 C 1.053 4.569 -6.766
19 C 0.792 -3.803 -3.691
20 C 2.214 3.419 -3.582
21 C -1.365 -0.900 3.666
22 C 1.576 3.868 -4.710
23 C -0.421 2.864 3.164
24 C 0.022 -3.658 -0.625
25 C 0.205 4.042 -4.766
26 C -1.965 -4.888 -0.042
27 C 2.804 -0.575 -1.462
28 C 2.291 -1.187 4.092
29 C 2.425 -1.920 -1.443
30 C 0.795 -4.542 0.121
31 C 0.682 -4.223 -5.000
32 C 1.592 2.537 4.670
33 C -1.362 -3.824 -0.696
34 C -2.427 0.157 3.392
35 C 3.515 -0.640 3.362
36 C -0.607 3.739 -3.716
37 C 1.404 3.083 -2.491
38 C 1.851 2.462 2.151
39 C 4.146 -0.230 -1.447
40 C -0.859 2.747 -1.504
41 C 0.932 2.189 3.338
42 C 5.116 -1.223 -1.415
43 C -1.508 -2.095 2.731
44 C 2.359 -0.963 5.603
45 C -0.252 -1.725 -4.221
46 C 4.741 -2.559 -1.405
47 C 0.104 -3.385 -5.931
48 C -1.339 -1.323 5.134
49 C 0.027 3.227 -2.562
50 C -1.190 -5.782 0.686
51 C 0.331 -2.562 -3.258
52 C -0.352 -2.136 -5.538
53 C 3.399 -2.916 -1.419
54 C 2.020 -2.648 3.744
55 H -2.379 0.989 4.092
56 H -2.461 -2.577 2.976
57 H -0.569 -2.068 5.340
58 H 4.376 -1.253 3.650
59 H -3.037 -5.021 -0.106
60 H -0.718 -2.835 2.843
61 H -1.562 -1.808 1.682
62 H 1.209 5.580 -7.131
63 H -0.965 2.509 2.289
64 H -2.385 0.546 2.375
65 H 6.165 -0.957 -1.413
66 H 3.740 0.389 3.644
67 H 1.215 -3.071 4.347
68 H 1.797 -2.806 2.689
69 H 2.545 0.080 5.864
70 H 1.861 2.727 -1.576
71 H 3.134 -3.963 -1.426
72 H -1.207 -0.477 5.814
73 H 1.769 3.617 4.688
74 H -1.971 -3.134 -1.272
75 H 3.291 3.341 -3.544
76 H 1.408 2.184 1.197
77 H 1.457 -1.298 6.117
78 H 3.192 -1.550 6.001
79 H -0.236 3.933 3.011
80 H 5.496 -3.334 -1.397
81 H -3.405 -0.319 3.518
82 H 0.993 3.853 -7.581
83 H -1.051 2.766 4.047
84 H 1.865 -4.413 0.199
85 H -2.305 -1.778 5.373
86 H 0.786 -6.312 1.329
87 H 2.822 1.975 2.244
88 H -1.658 -6.622 1.182
89 H 2.053 0.209 -1.493
90 H 2.020 3.544 2.133
91 H 2.560 2.049 4.795
92 H -1.679 3.870 -3.757
93 H 3.422 -0.700 2.277
94 H 0.960 2.299 5.528
95 H 2.931 -3.212 3.971
96 H 4.435 0.813 -1.464

The gap between HOMO and LUMO (spin up / spin down) comes out at 5.315 / 5.303 eV. As for the LUMO energy (spin up / spin down): -7.24 / -7.25 eV. Its total charge is +2. Its HOMO energy (spin up / spin down) is -12.55 / -12.55 eV.

Atomic partial charges in e from the Löwdin method, atoms 1 to 6: 1.93, 0.96, 0.37, 1.16, 0.18, 0.17

***

Molecular formula: C38H42CsN7O2S2
Method: DFT, the ωB97M-V functional and the def2-TZVPD basis

Positions of all 92 atoms, in Å:
1 Cs -1.734 0.082 -2.716
2 S -0.286 -1.260 -5.421
3 S -4.930 0.053 -2.932
4 O 0.111 0.652 -1.014
5 O 5.429 2.393 4.983
6 N -0.754 3.100 -1.880
7 N 0.174 0.146 4.169
8 N 3.430 5.044 -0.506
9 N 4.385 5.244 0.288
10 N -0.808 -3.149 -2.971
11 N -3.405 -2.263 -1.531
12 N -1.036 -0.926 2.182
13 C 0.541 -2.749 -2.591
14 C -1.024 -0.562 4.623
15 C 3.946 3.568 3.589
16 C 1.364 4.071 -1.202
17 C -0.344 5.427 -2.213
18 C -0.722 -3.647 -6.661
19 C -1.499 -3.838 -1.895
20 C -0.994 0.530 2.011
21 C 6.201 3.232 2.828
22 C -4.197 -1.620 0.711
23 C -5.488 0.575 -0.315
24 C 0.483 2.979 -1.350
25 C 2.209 1.515 -0.388
26 C -1.047 -5.136 -4.389
27 C -0.845 -3.761 -4.265
28 C -4.829 -0.275 -1.222
29 C 0.340 -1.412 2.246
30 C -0.228 1.174 3.199
31 C 5.892 3.930 1.660
32 C 6.605 1.626 5.089
33 C 3.029 2.601 -0.218
34 C -0.640 -2.968 -5.431
35 C 5.224 3.047 3.792
36 C -5.529 0.336 1.047
37 C 1.054 -0.813 3.491
38 C -0.969 -5.004 -6.770
39 C 2.647 3.904 -0.572
40 C -1.727 -1.254 3.423
41 C 4.617 4.418 1.431
42 C -4.891 -0.779 1.571
43 C 0.902 5.325 -1.660
44 C -1.149 4.279 -2.296
45 C -4.281 -3.132 -2.303
46 C -1.125 -5.769 -5.624
47 C -2.277 -2.950 -0.922
48 C -4.136 -1.387 -0.662
49 C 3.647 4.244 2.426
50 C 0.885 1.624 -0.915
51 H 3.195 3.418 4.355
52 H 1.151 -3.630 -2.324
53 H 1.553 6.183 -1.563
54 H -2.607 -3.637 -0.119
55 H -0.717 6.376 -2.578
56 H -1.684 0.168 5.100
57 H -3.675 -2.471 1.128
58 H 1.003 -2.219 -3.422
59 H -1.140 -5.741 -3.496
60 H -3.782 -3.478 -3.210
61 H -0.725 -1.287 5.386
62 H -0.836 1.919 3.719
63 H 0.327 -2.505 2.282
64 H -0.790 -4.429 -1.290
65 H 6.715 0.947 4.239
66 H -2.764 -0.931 3.327
67 H -1.033 -5.463 -7.752
68 H -1.629 -2.200 -0.456
69 H 1.976 -0.298 3.213
70 H 0.520 -2.072 -1.734
71 H -1.299 -6.837 -5.679
72 H -2.016 0.908 1.927
73 H -0.486 0.727 1.070
74 H -6.060 1.022 1.700
75 H 7.497 2.257 5.157
76 H 2.551 0.519 -0.132
77 H -0.590 -3.046 -7.553
78 H 6.513 1.045 6.005
79 H 1.314 -1.592 4.214
80 H -2.150 4.335 -2.715
81 H -2.206 -4.548 -2.316
82 H -4.928 -0.995 2.633
83 H 0.835 -1.113 1.320
84 H 2.647 4.625 2.264
85 H 6.652 4.090 0.906
86 H -5.982 1.443 -0.733
87 H -5.150 -2.557 -2.613
88 H -4.605 -4.007 -1.711
89 H -1.726 -2.343 3.537
90 H 4.024 2.429 0.170
91 H 7.203 2.852 2.967
92 H 0.680 1.674 2.851

The gap between HOMO and LUMO comes out at 5.017 eV. As for the LUMO energy: 3.51 eV. Its total charge is -2. Its HOMO energy is -1.50 eV.

Atomic partial charges in e from the Löwdin method, atoms 1 to 6: 1.01, 0.35, 0.33, -0.34, -0.10, 0.09

***

Going through the records in order, we get DFT total energy values of -239249.0008 -193669.1807 -76832.1776 eV.